[1]
Computed, not measured: a cluster of 12 separate species, C33H78O18P2S3 in total at a distorted geometry, with ωB97M-V/def2-TZVPD.

Geometry as XYZ:
```
134
Properties=species:S:1:pos:R:3:forces:R:3:mulliken_charge:R:1
S -18.99264 11.23526 7.48778 -0.04 -0.67 0.25 0.21
S -18.87052 5.56804 16.38424 -0.81 0.36 -1.63 0.92
S -24.44150 8.80895 12.47967 0.08 1.21 -0.07 0.61
P -15.56792 4.83884 12.55570 2.39 -0.66 1.10 0.83
P -19.83057 7.65211 12.24245 -0.26 -3.29 -0.10 -1.35
O -25.81853 8.26144 12.64493 0.20 -0.13 0.32 -0.66
O -19.04113 7.04535 16.48790 0.29 0.48 -0.15 -0.69
O -23.69640 5.23716 10.64735 0.27 0.31 -1.38 -0.58
O -23.11091 13.06416 10.73662 -0.30 0.33 -0.40 -0.49
O -19.92639 9.17906 12.23140 -0.39 1.47 0.09 1.12
O -15.85540 4.22666 11.11929 0.54 0.28 0.71 -0.43
O -14.57721 3.73639 13.18130 1.33 0.22 -1.01 -0.51
O -16.42543 11.72179 11.90011 0.06 0.29 0.80 -0.41
O -14.96802 6.19055 12.60194 -0.95 -0.52 -0.27 -0.60
O -19.04261 2.63495 9.44204 -0.85 -0.31 -1.56 -0.54
O -19.80038 11.76921 8.62015 -0.67 0.20 0.30 -0.45
O -15.71919 9.30456 8.72514 -0.07 0.43 -1.61 -0.50
O -20.13723 7.21901 10.70800 0.46 2.32 1.69 -0.38
O -20.62404 6.94562 13.29683 0.65 1.30 -1.33 -0.09
O -16.78005 4.60988 13.54479 -0.20 0.37 -0.75 0.13
O -14.97671 6.78837 18.52998 0.30 -0.21 1.84 -0.58
O -19.42466 12.61921 16.04301 0.42 1.30 0.71 -0.59
O -18.27751 7.25776 12.32802 -1.00 0.19 -1.03 0.96
C -18.80267 9.46317 7.80693 -0.90 -0.79 -0.47 -0.45
C -20.97268 12.20592 14.29826 0.61 -0.40 -0.33 -0.62
C -15.95145 8.32862 17.01130 -0.37 1.62 -0.74 -0.15
C -16.78295 12.40369 12.85480 0.37 -1.47 -0.28 0.61
C -13.12862 3.89227 12.84451 -0.64 0.80 1.30 -0.70
C -23.05655 4.00847 12.60684 0.42 0.22 0.04 -0.97
C -23.98352 4.84156 11.73175 -0.33 -0.49 2.30 0.97
C -20.30864 5.87672 10.52453 0.06 -4.34 0.87 0.04
C -17.35309 11.77231 7.90840 -0.20 -0.47 -0.75 -0.43
C -16.46113 12.02469 14.29270 -0.92 -0.45 -0.66 -0.82
C -21.01631 14.13872 10.93255 0.08 0.68 -1.40 -0.22
C -19.71071 10.01853 11.09447 -0.22 1.46 -1.12 0.70
C -22.44412 14.32767 8.79811 -0.77 -2.46 -1.54 -1.19
C -14.84881 9.64169 9.49174 -1.00 -0.15 0.96 0.90
C -17.71925 3.57223 13.33246 -1.54 0.08 -0.14 -0.59
C -16.68483 5.06535 10.28466 -0.67 -0.89 1.44 0.06
C -19.82646 10.35902 15.77748 0.44 -0.17 0.58 -0.60
C -14.81147 8.87003 10.76352 0.50 0.25 0.26 -0.15
C -17.60715 13.60878 12.57627 -1.12 -0.66 -0.15 -0.76
C -20.52801 2.17127 7.54395 -0.20 1.89 2.77 -1.30
C -23.61351 8.77022 14.14294 -0.53 0.23 -0.53 -0.39
C -19.07388 5.08119 18.01396 0.56 -0.90 1.52 -1.34
C -14.47464 6.42260 16.30981 0.86 0.74 -2.76 -0.64
C -19.21016 2.24790 8.28463 0.93 0.64 0.96 0.86
C -17.62461 7.75789 13.46534 0.75 0.27 1.22 0.20
C -25.26819 5.17847 12.47318 1.06 0.25 -1.38 -1.21
C -13.99927 10.87826 9.33808 0.86 0.78 0.31 -1.26
C -22.32227 13.82662 10.22530 0.88 0.19 0.33 0.67
C -18.01044 1.72706 7.52733 0.63 -0.76 0.06 -1.07
C -24.68151 10.63671 12.25890 0.01 -0.52 0.87 -0.76
C -20.43122 4.94259 15.79109 -1.70 -0.96 -0.12 -0.44
C -20.07733 11.79963 15.46559 -0.25 -0.84 -1.69 0.29
C -15.08286 7.19198 17.41323 -1.30 0.06 -0.88 0.56
H -17.67550 0.85015 8.10761 -0.08 0.15 -0.23 0.29
H -16.22216 12.89574 14.88122 0.02 0.24 0.30 0.49
H -23.02584 7.87299 14.17879 0.09 -0.75 -0.11 -0.13
H -15.09449 5.57215 16.09989 -0.35 -0.72 0.16 0.08
H -17.32416 8.78353 13.33325 0.15 0.65 -0.41 0.17
H -17.41042 11.58733 14.67760 0.53 0.38 0.03 -0.11
H -15.04570 9.54316 11.58788 0.29 0.07 0.16 -0.05
H -21.06600 14.13298 12.00741 -0.16 -0.52 0.30 0.16
H -19.80151 9.00705 7.95118 0.26 0.65 0.11 0.25
H -15.42314 8.79068 16.13484 -0.74 0.08 0.78 0.16
H -19.84490 5.51141 9.61051 0.10 0.39 -0.23 0.22
H -17.45411 2.84433 12.58930 0.34 0.14 -0.88 0.37
H -17.42447 5.42567 10.96836 -0.74 0.94 0.09 -0.26
H -19.51064 11.05513 11.43092 -0.07 -0.71 0.16 -0.42
H -22.09730 3.80890 12.09840 -0.38 0.12 0.43 0.10
H -22.86629 9.55377 14.31554 -0.59 0.26 -0.11 -0.06
H -17.83813 2.96130 14.19617 0.18 -0.08 1.22 0.34
H -16.71247 7.18514 13.61421 -0.23 -0.06 0.17 -0.17
H -18.25248 13.95142 13.37659 0.64 0.49 0.56 0.28
H -12.89068 3.60219 11.81480 -0.39 0.42 0.10 0.27
H -17.22887 4.33081 9.72211 0.09 0.22 -1.29 0.17
H -13.79985 8.48765 10.84745 0.12 -0.35 0.60 0.48
H -16.96698 8.03409 16.67278 0.62 -0.43 -0.06 -0.25
H -12.88069 10.73034 9.32578 -1.19 -0.18 0.39 0.39
H -26.01556 5.47637 11.77073 -0.46 0.67 -0.25 0.31
H -20.23088 3.91683 15.38929 -0.26 0.79 0.11 0.35
H -12.85245 4.96048 13.12979 -0.18 -1.44 -0.77 0.26
H -16.89362 14.28383 12.15014 0.03 1.08 -0.02 0.45
H -18.86324 9.73271 10.46785 -0.04 -0.32 0.50 -0.64
H -15.69852 11.25443 14.36629 0.13 0.08 -0.17 0.26
H -18.33653 13.34774 11.81119 0.28 -0.08 -0.46 -0.07
H -23.51357 14.26636 8.53768 0.40 0.01 -0.06 0.34
H -18.19259 9.23534 8.65939 0.37 0.17 0.38 -0.17
H -16.13495 5.89447 9.87725 0.16 -0.05 -0.71 0.29
H -20.69103 11.61912 13.36293 -0.07 0.96 1.05 -0.16
H -14.27381 11.59304 10.15792 0.38 -0.78 -0.38 0.17
H -25.61641 4.32567 12.98032 -0.36 -1.07 0.95 0.48
H -20.44171 13.30071 10.47243 0.44 0.67 0.63 -0.17
H -19.36253 9.78918 14.98111 0.35 0.27 -0.47 -0.33
H -22.07223 15.26604 8.48913 0.49 1.37 0.54 0.41
H -19.16127 10.40316 16.63867 0.01 -0.45 -0.01 0.39
H -24.44651 8.71172 14.85031 0.31 0.34 0.10 0.60
H -22.93435 4.49381 13.60273 0.20 -0.07 -0.78 0.17
H -23.56896 3.08219 12.84858 0.00 -0.35 -0.16 0.55
H -20.85818 1.19043 7.63001 -0.58 -2.13 0.06 0.39
H -19.29840 4.02141 18.22524 0.31 0.43 -0.33 0.36
H -25.35294 11.06662 13.03119 0.35 -0.53 -0.32 0.35
H -21.24763 4.82041 16.60312 1.46 0.49 -1.11 0.40
H -20.79142 5.63029 14.98618 0.43 -0.65 0.53 -0.29
H -18.41044 8.90163 6.96110 0.35 0.42 -0.28 0.53
H -18.24746 1.37377 6.51744 0.09 0.25 0.17 0.36
H -20.41252 2.37934 6.52643 0.08 0.59 -1.50 0.44
H -21.36043 5.57409 10.50961 0.03 0.35 -0.09 0.12
H -16.18630 9.06441 17.80650 0.63 -0.41 -0.28 0.34
H -20.66666 9.73741 16.00275 -0.92 -0.09 0.32 0.73
H -15.56925 8.08640 10.76036 0.34 -0.02 -0.11 -0.34
H -20.59300 10.09816 10.42241 0.38 -0.43 0.69 0.39
H -18.72308 4.00699 13.12906 0.71 -0.14 -0.14 -0.07
H -24.98704 5.96183 13.16267 -0.40 0.28 0.23 0.20
H -20.88578 13.31168 14.21354 -0.26 -0.88 -0.30 0.37
H -21.98980 11.88209 14.48737 -0.37 0.21 0.13 0.47
H -17.41150 12.82766 7.73343 0.27 0.67 -0.04 0.44
H -13.49587 6.09526 16.62584 0.28 -0.29 -0.06 0.47
H -16.67376 11.28430 7.21217 0.33 0.07 0.25 0.40
H -18.28448 7.74907 14.33003 0.08 -0.39 0.29 -0.33
H -19.83775 5.19264 11.35226 -0.62 1.43 -1.20 -0.38
H -21.88419 13.63423 8.05008 -0.89 0.60 1.58 0.15
H -18.11234 5.39442 18.39841 0.16 -0.23 0.91 0.40
H -20.61526 15.13933 10.63465 -0.09 -0.96 -0.05 0.36
H -19.84034 5.72611 18.40040 -0.43 0.25 0.32 0.39
H -17.12046 2.38680 7.51998 -0.76 -0.01 0.01 0.30
H -25.11980 10.79748 11.27557 0.13 -0.14 0.01 0.35
H -12.58630 3.19994 13.50110 -0.35 0.21 -0.07 0.24
H -14.41029 6.92558 15.26497 0.00 -0.46 1.89 0.05
H -14.22054 11.41477 8.42847 -0.27 -0.11 -0.48 0.34
H -17.17317 11.55515 8.95133 0.18 -0.15 0.19 -0.28
H -23.70565 11.10785 12.32718 0.10 0.14 -0.19 0.05
H -21.30837 2.77750 8.07241 0.74 -0.24 -0.69 0.28
```
Forces are in eV/Å.

Properties
* orbital gap: 8.873 eV
* LUMO level: 0.43 eV

---

[2]
Computed, not measured: a cluster of 4 separate species, C46H92BrN2O5 in total at a distorted geometry, with ωB97M-V/def2-TZVPD.

Geometry as XYZ:
```
146
Properties=species:S:1:pos:R:3:forces:R:3:mulliken_charge:R:1
Br -4.93881 -4.60173 6.64671 1.10 1.30 -0.21 -0.11
O -1.35447 -5.97651 -0.28024 -1.61 1.42 -2.01 -0.35
O 5.36914 -1.19738 0.88954 -0.36 1.55 1.53 -0.31
O -0.95949 -1.42609 -0.69036 0.06 1.40 1.75 -0.28
O 2.44508 -1.29014 -0.75791 -0.62 1.81 -0.15 -0.34
O -1.70313 -6.73834 -2.54272 -3.05 4.28 6.84 -0.55
N -2.25100 -2.68432 4.06586 2.24 2.76 0.06 0.91
N -0.80782 -1.18196 5.59506 -1.42 -1.95 -2.31 -0.34
C -7.62438 -1.47606 -0.58069 0.02 0.15 -0.08 -0.92
C -1.38115 2.61741 3.59213 1.21 1.82 -0.05 -0.02
C -0.33698 1.94957 2.51964 -0.04 0.24 -0.37 -0.82
C 6.86652 7.22417 -4.58293 -0.15 -0.03 -0.05 -0.53
C -1.82790 -1.10912 0.45349 -0.73 -0.47 -0.08 -0.45
C -2.60489 -3.78288 5.04537 0.73 -1.14 1.34 -1.09
C -2.69718 -2.60740 2.62245 -1.84 0.01 -2.49 0.82
C 4.67850 0.30731 -5.79124 0.02 -0.17 -0.04 -0.96
C -6.70201 -2.29901 0.32398 -0.10 -0.14 0.04 0.00
C -9.11119 -1.54210 -0.22317 0.03 0.04 -0.22 -0.48
C 0.02127 -2.75258 1.79166 0.65 -0.83 -0.26 -0.02
C -6.77446 -1.94453 1.81150 0.09 -0.08 -0.13 -0.40
C 0.01605 0.36716 2.78772 0.50 -0.09 1.52 0.14
C 7.73349 3.56850 -4.67211 0.22 0.01 -0.07 -0.74
C -3.62180 3.51148 2.45542 0.55 1.10 0.33 0.06
C -1.46358 -1.54601 4.28126 -0.79 -0.77 0.65 -1.22
C 5.89236 6.07179 -4.32478 0.00 -0.05 -0.12 -0.52
C 7.68146 4.43895 -3.42512 -0.14 -0.10 0.12 -0.54
C 6.46995 -2.34668 2.97859 0.15 -0.08 0.29 -0.83
C 7.03609 8.13817 -3.37932 0.16 0.13 0.00 -1.20
C -9.68823 -2.94516 -0.34076 -0.16 -0.02 0.13 -1.18
C -0.81466 -4.58846 -0.10375 -0.55 1.03 -1.03 0.48
C -3.93829 -5.21151 1.69239 3.46 8.96 2.23 -0.84
C -2.07929 3.94130 2.84595 -0.42 -0.85 -0.98 -0.95
C -3.45566 -3.88728 1.92280 -2.15 -9.38 -0.03 -0.48
C 4.93561 1.36320 -6.87079 0.01 0.16 0.04 -0.11
C -1.40016 -1.91855 1.85316 -0.15 2.33 0.17 1.56
C -2.19230 -6.04354 -1.50555 2.82 -3.13 -5.35 0.52
C 3.11724 0.60342 -8.47956 -0.19 0.03 -0.09 -1.26
C 3.98340 1.91319 -3.94373 -0.17 0.06 0.02 -1.07
C -3.41806 -3.27143 6.37362 1.52 0.06 -0.03 0.13
C 3.70433 1.76198 -7.68842 0.17 0.01 -0.03 -0.50
C -1.28765 -0.61875 2.90032 -0.12 -1.52 1.32 0.25
C -4.58291 3.96907 3.71517 0.49 -0.76 0.13 -0.63
C 0.00161 -0.35078 -0.98173 0.39 1.76 -1.46 0.52
C 3.61333 0.68214 -4.75793 0.16 -0.11 0.04 -0.22
C 6.31199 -1.00435 2.00503 1.39 -0.57 1.63 -0.27
C 6.31828 5.10325 -3.21710 -0.02 0.03 0.15 -0.37
C -2.38670 -3.39256 7.65540 -0.66 0.51 0.58 -0.89
C 1.39953 -0.87575 -1.70825 -0.73 -0.85 -0.49 -0.42
C 3.27434 -0.16034 -0.31024 1.12 0.24 0.45 -0.09
C -5.31312 2.64577 4.35437 0.31 1.09 0.09 -0.52
C 4.09902 -0.47511 1.10971 -0.31 0.19 -0.34 -0.47
C -6.34691 -0.51421 2.10171 -0.17 0.02 0.25 -0.99
C -0.13447 -4.33145 1.36522 -0.05 -1.26 -0.20 -0.86
C -3.66944 -5.35503 -1.69254 -0.48 -0.04 1.77 -0.42
H -4.41906 -5.98581 -1.01084 1.65 1.31 -1.44 0.15
H -10.75427 -2.93584 -0.09546 0.11 -0.09 -0.06 0.39
H -2.18051 1.88644 4.03481 1.46 1.42 -0.92 -0.04
H 0.21364 0.34830 -0.04866 -0.29 -1.68 -1.75 -0.41
H -5.31804 -0.34329 1.77053 0.03 0.10 -0.09 0.02
H -9.28062 -1.15579 0.78605 0.03 0.02 -0.01 0.24
H -1.67228 -4.33216 7.59942 -1.55 2.00 -0.12 0.31
H -0.52444 0.35200 -1.79049 1.10 -1.38 1.66 0.26
H -4.36468 -6.31527 1.54286 1.07 3.21 0.15 0.37
H -0.03480 -4.43989 -0.99043 -1.58 -0.07 2.06 0.34
H 4.39307 -0.63970 -6.26354 0.04 0.09 0.02 0.41
H 3.47922 -0.16373 -4.07071 0.03 0.02 -0.13 0.13
H 3.20246 2.12709 -3.20815 0.08 0.09 0.03 0.43
H 4.92295 1.75437 -3.40714 -0.01 0.06 -0.03 0.26
H -0.76732 -4.94212 2.15851 1.18 1.36 -1.57 0.14
H 3.99089 2.55519 -8.38867 -0.03 -0.04 0.12 0.45
H 5.55167 4.32152 -3.12558 0.10 0.07 -0.02 0.03
H 2.63541 0.81132 -0.08337 1.10 -1.96 -0.57 0.26
H -2.94932 -1.40888 0.20711 2.34 0.48 0.21 -0.16
H 7.55740 4.15290 -5.58008 0.00 -0.09 0.06 0.25
H 5.35924 2.26336 -6.41065 0.00 -0.08 -0.02 -0.28
H 7.11535 -2.09184 3.94563 -1.33 -0.25 -2.15 0.30
H -5.43282 2.84436 5.51139 -0.15 -0.63 -2.39 0.32
H 0.93927 -4.85013 1.33907 -2.29 1.33 0.15 0.42
H -9.66422 -0.87905 -0.90160 0.12 -0.06 0.14 0.40
H 4.06303 0.06129 -1.17182 -1.57 -0.25 1.91 0.21
H -6.99539 0.21222 1.60393 0.14 -0.03 0.05 0.48
H 6.03370 -0.12052 2.73242 0.18 -1.55 -1.68 0.26
H -2.03231 4.91226 3.50514 -0.23 -2.05 -1.26 0.42
H -7.30668 -0.42707 -0.57320 0.02 -0.08 0.00 0.35
H -5.66852 -2.17033 -0.02294 -0.01 -0.01 0.03 -0.32
H -1.77184 -2.38696 7.74124 -1.12 -2.21 -0.14 0.18
H 7.06785 -3.21761 2.43290 -1.61 1.86 1.04 0.25
H 4.31729 0.57584 1.58007 -0.35 -1.88 -0.86 0.32
H -3.72103 -4.25009 -1.24971 0.26 -2.43 -1.05 0.00
H 7.41851 -0.76783 1.62871 -2.62 -0.49 0.32 0.26
H 3.46310 -1.09991 1.86969 0.81 1.18 -1.48 0.13
H -0.75727 2.13693 1.41953 0.79 -0.66 2.30 0.20
H 6.49105 7.81826 -5.42420 0.05 -0.10 0.05 0.39
H 7.90197 3.81121 -2.55158 -0.01 0.13 -0.08 0.36
H 2.93419 2.19172 -7.03868 0.07 0.00 0.00 0.24
H 8.71845 3.10163 -4.76480 -0.13 -0.02 -0.07 0.42
H -6.11884 -2.62584 2.36614 -0.07 -0.06 -0.03 0.12
H 7.44859 7.60391 -2.51885 -0.05 0.07 -0.05 0.28
H 2.77537 -0.20318 -7.82494 0.03 0.03 -0.08 0.28
H -7.78580 -2.11195 2.19768 0.09 0.00 -0.06 0.53
H 2.25693 0.94400 -9.06295 0.08 -0.12 0.01 0.39
H -4.58064 1.74142 4.20892 -1.61 1.55 0.26 -0.09
H 0.55223 0.32998 3.85392 -1.09 0.02 -2.31 0.49
H -1.54152 4.18974 1.81538 -0.73 -0.62 2.34 0.29
H -3.93563 4.02986 1.45066 0.51 -0.96 2.01 0.44
H -3.19804 -4.68168 4.58454 1.22 2.22 0.18 0.46
H 0.78136 -0.07116 2.01927 -1.54 0.86 1.35 -0.51
H 0.59514 -2.75375 2.83847 -1.47 0.13 -2.06 0.28
H 6.07633 8.57531 -3.08733 0.08 -0.04 0.03 0.29
H -0.42673 -2.07106 6.01207 -0.79 1.26 -0.24 0.40
H -6.39383 -0.31839 3.17684 0.03 0.10 -0.07 0.37
H -3.89292 4.41937 4.57837 -1.52 -0.81 -2.05 0.26
H -6.92651 -3.36525 0.20488 0.03 0.08 -0.01 0.49
H 5.62457 0.10588 -5.27013 -0.12 0.03 -0.03 0.40
H -6.33624 2.49371 3.80444 1.98 -0.08 1.29 0.24
H 5.70807 0.98371 -7.55220 -0.10 0.04 0.07 0.46
H -7.49171 -1.81905 -1.61603 -0.03 0.03 0.14 0.41
H 7.84392 6.83898 -4.89322 -0.09 -0.02 0.00 0.24
H 2.64549 0.83696 -5.24350 0.01 -0.01 -0.04 0.35
H -1.48735 -0.71339 6.23750 0.79 -0.55 -0.78 0.36
H 1.11648 -1.84400 -2.33844 0.59 1.99 1.47 0.34
H -3.82575 -2.16963 6.20293 0.61 -2.54 0.55 0.36
H 5.42021 -2.72203 3.39523 2.23 0.71 -1.15 0.20
H -1.75433 -3.88000 -0.29588 2.27 -1.17 0.59 -0.38
H 7.72123 8.95575 -3.62142 -0.09 -0.04 0.11 0.38
H -1.84448 0.05162 0.67607 0.21 -2.35 -0.56 0.25
H -3.00156 -3.49372 8.64590 1.16 0.25 -1.93 0.37
H -2.25394 0.04793 2.86707 1.52 -1.44 -0.10 -0.02
H 3.85757 0.19482 -9.17414 -0.08 -0.02 0.07 0.30
H 6.98320 2.77452 -4.62159 0.02 0.03 -0.05 -0.08
H -0.73479 3.09042 4.47738 -1.41 -1.47 -1.69 0.38
H -1.56810 -4.23756 5.42180 -2.23 1.00 -0.90 0.37
H 4.90991 6.48720 -4.06543 0.10 -0.01 -0.02 0.44
H 4.09280 2.79839 -4.57728 0.02 -0.07 0.10 0.41
H 0.80870 -2.28455 1.02603 -2.05 -0.65 1.58 -0.19
H 5.74551 5.51886 -5.25974 0.00 0.01 0.08 0.22
H 6.32467 5.62602 -2.25376 -0.02 0.00 -0.08 0.37
H -3.55497 -1.78055 2.63688 1.73 -1.69 -0.28 -0.48
H 1.82291 -0.10492 -2.50476 -1.00 -1.26 1.91 -0.08
H 0.66194 2.59939 2.57824 -2.10 -1.64 -0.16 0.36
H -4.10502 -5.39560 -2.77787 1.50 -0.03 2.06 0.36
H -9.19700 -3.64249 0.34434 -0.06 0.02 -0.08 0.27
H -5.34079 4.78724 3.35503 1.40 -1.66 0.88 0.32
H -9.57616 -3.32569 -1.35984 0.00 -0.02 0.08 0.29
H -3.62844 2.35269 2.26906 -0.17 2.13 0.40 -0.26
H 8.47313 5.19259 -3.46672 -0.05 0.01 0.02 0.28
```
Forces are in eV/Å.

Properties
* orbital gap: 7.426 eV
* total charge: +1
* LUMO level: -4.22 eV

---

- Which of these has the highest LUMO level?
  C33H78O18P2S3